(1)
A structure of composition C25H19CaN3O6S3, computed with the ωB97M-V functional and the def2-TZVPD basis.

Element x y z (Å)
1 Ca 0.244 1.074 0.293
2 O 3.075 3.724 -2.584
3 C 2.113 3.447 -1.674
4 O 2.228 3.756 -0.521
5 C 0.865 2.889 -2.298
6 C 0.736 2.751 -3.667
7 C -0.488 2.334 -4.172
8 C -1.524 2.058 -3.308
9 C -1.293 2.198 -1.948
10 N -0.130 2.629 -1.450
11 C -2.375 1.830 -0.919
12 O -3.546 1.894 -1.297
13 O -1.920 1.489 0.225
14 H 3.853 3.921 -2.043
15 H 1.583 2.952 -4.305
16 H -0.617 2.206 -5.240
17 H -2.490 1.706 -3.639
18 S 2.800 0.787 -1.006
19 C 2.785 -0.746 -1.883
20 C 4.017 -1.351 -2.182
21 C 4.111 -2.579 -2.819
22 C 2.941 -3.241 -3.179
23 C 1.712 -2.653 -2.909
24 C 1.588 -1.401 -2.276
25 S -0.015 -0.705 -2.050
26 H 4.918 -0.828 -1.879
27 H 5.082 -3.022 -3.017
28 H 2.984 -4.213 -3.661
29 H 0.795 -3.163 -3.182
30 C -5.421 -3.174 0.606
31 C -4.069 -2.732 1.116
32 C -3.213 -1.988 0.312
33 C -1.962 -1.603 0.769
34 C -1.565 -1.955 2.052
35 C -2.406 -2.695 2.876
36 C -3.650 -3.082 2.400
37 S 0.048 -1.540 2.655
38 O 0.018 -1.793 4.087
39 O 0.997 -2.307 1.893
40 N 0.171 0.001 2.279
41 C 0.767 0.986 3.030
42 C 1.207 0.889 4.378
43 C 1.804 1.981 4.958
44 C 1.983 3.168 4.240
45 C 1.529 3.189 2.944
46 N 0.930 2.153 2.352
47 H -5.593 -2.808 -0.408
48 H -6.229 -2.801 1.242
49 H -5.494 -4.266 0.588
50 H -3.517 -1.689 -0.686
51 H -1.303 -1.042 0.108
52 H -2.076 -2.952 3.875
53 H -4.312 -3.661 3.039
54 H 1.064 -0.039 4.910
55 H 2.146 1.915 5.985
56 H 2.467 4.032 4.672
57 H 1.646 4.068 2.319

The highest occupied orbital energy is -0.845 eV. The value obtained for the relative energy (zero: lowest compared OMol25 entry of this formula, charge and spin) is 143.5 kJ/mol. For the LUMO energy, the calculation gives 4.63 eV. As for the total charge: -2. The HOMO-LUMO gap comes out at 5.473 eV.

natural (NBO) atomic charge list, values in e, 4 entries:
1 Ca 1.726
2 O -0.700
3 C 0.790
4 O -0.617

***

(2)
A structure of composition C17H28N11O8ReS, computed with the ωB97M-V functional and the def2-TZVPD basis.

Element x y z (Å)
1 Re -1.027 1.073 -0.708
2 C -3.576 1.959 0.962
3 O -3.044 1.218 -0.184
4 C -3.999 1.184 -1.289
5 C -3.378 0.386 -2.402
6 O -1.986 0.829 -2.545
7 C -1.549 1.053 -3.920
8 H -3.737 2.995 0.670
9 H -2.843 1.890 1.759
10 H -4.508 1.487 1.263
11 H -4.209 2.210 -1.583
12 H -4.913 0.702 -0.940
13 H -3.905 0.560 -3.338
14 H -3.352 -0.682 -2.189
15 H -2.177 1.823 -4.364
16 H -1.630 0.122 -4.479
17 H -0.516 1.388 -3.878
18 N 1.069 0.786 -1.237
19 N 1.728 2.033 -1.313
20 C 1.003 3.156 -1.496
21 N 1.616 4.289 -1.726
22 N -0.342 2.954 -1.397
23 N -1.251 4.011 -1.626
24 O -2.403 3.671 -1.493
25 O -0.850 5.098 -1.937
26 H 1.480 0.231 -0.453
27 H 1.247 0.263 -2.096
28 H 2.738 2.037 -1.358
29 H 2.622 4.336 -1.814
30 H 1.078 5.138 -1.843
31 N -0.332 1.407 0.997
32 C 0.198 1.684 2.030
33 C 0.852 1.929 3.168
34 C 2.278 1.997 3.090
35 N 3.425 2.031 3.033
36 C 0.144 2.068 4.398
37 N -0.446 2.192 5.377
38 C 4.048 -1.711 3.094
39 C 4.084 -2.098 1.621
40 S 2.496 -2.142 0.851
41 O 2.589 -2.667 -0.488
42 O 1.860 -0.814 0.960
43 C 1.509 -3.264 1.843
44 C 0.342 -3.883 1.060
45 N -0.290 -2.930 0.120
46 C -0.894 -1.791 0.484
47 N -1.115 -1.025 -0.601
48 C -0.649 -1.736 -1.701
49 C -0.138 -2.894 -1.254
50 N 0.457 -3.921 -2.101
51 O 0.633 -5.016 -1.626
52 O 0.697 -3.554 -3.225
53 C -1.269 -1.459 1.879
54 H 5.069 -1.692 3.470
55 H 3.499 -2.434 3.697
56 H 3.624 -0.718 3.234
57 H 4.510 -3.088 1.442
58 H 4.643 -1.383 1.012
59 H 1.196 -2.718 2.731
60 H 2.170 -4.073 2.158
61 H -0.418 -4.244 1.751
62 H 0.678 -4.723 0.465
63 H -0.723 -1.397 -2.718
64 H -1.653 -2.343 2.388
65 H -2.053 -0.705 1.885
66 H -0.407 -1.086 2.433

Its expectation value of S² is 0.8358. The highest occupied orbital energy (alpha / beta) is -18.275 / -18.022 eV. The value obtained for the relative energy (zero: lowest compared OMol25 entry of this formula, charge and spin) is 0.0 kJ/mol. Its spin multiplicity is 2. For the LUMO energy (alpha / beta), the calculation gives -11.71 / -11.85 eV. As for the total charge: +3. The HOMO-LUMO gap (alpha / beta) comes out at 6.568 / 6.177 eV.

natural (NBO) atomic charge list, values in e, 4 entries:
1 Re 1.482
2 C -0.251
3 O -0.523
4 C -0.104

***

(3)
The ion C6H14NOS2 with charge +1, computed with the ωB97M-V functional and the def2-TZVPD basis.

Element x y z (Å)
1 C 1.263 2.295 0.138
2 S 0.338 1.249 -1.004
3 N -0.030 -0.187 -0.023
4 S 1.738 -1.184 0.723
5 C 3.006 -0.965 -0.542
6 C -0.628 -1.282 -0.781
7 C -2.114 -0.859 -0.919
8 O -2.863 -0.703 0.254
9 C -2.246 0.359 0.985
10 C -0.798 -0.023 1.235
11 H 1.864 1.878 1.006
12 H 0.552 3.098 0.525
13 H 1.925 2.731 -0.557
14 H 3.829 -1.664 -0.121
15 H 3.352 0.053 -0.504
16 H 2.610 -1.348 -1.475
17 H -0.476 -2.297 -0.330
18 H -0.188 -1.307 -1.762
19 H -2.348 0.087 -1.550
20 H -2.577 -1.728 -1.504
21 H -2.745 0.474 2.019
22 H -2.403 1.352 0.449
23 H -0.332 0.826 1.741
24 H -0.727 -0.856 1.998

The highest occupied orbital energy is -13.421 eV. The value obtained for the relative energy (zero: lowest compared OMol25 entry of this formula, charge and spin) is 225.7 kJ/mol. The structure (SMILES) is CS[N+]1(SC)CCOCC1. For the LUMO energy, the calculation gives -5.32 eV. As for the total charge: +1. The HOMO-LUMO gap comes out at 8.105 eV.

natural (NBO) atomic charge list, values in e, 4 entries:
1 C -0.804
2 S 0.510
3 N -0.433
4 S 0.392

***

(4)
A structure of composition CH29O25S2Tl, computed with the ωB97M-V functional and the def2-TZVPD basis.

Element x y z (Å)
1 Tl 0.802 0.355 0.129
2 S -2.175 -1.542 -0.794
3 O -2.709 -2.765 -0.211
4 O -2.076 -0.544 0.229
5 O -0.798 -1.731 -1.305
6 O -3.046 -0.944 -1.778
7 S -1.030 1.954 -2.472
8 O -0.102 0.845 -2.532
9 O -2.268 1.701 -3.166
10 O -1.258 2.096 -1.065
11 O -0.379 3.148 -3.105
12 O -0.483 -2.623 4.467
13 C -0.720 -2.598 3.108
14 O -0.010 -2.061 2.286
15 O -1.794 -3.082 2.775
16 H 0.355 -2.156 4.513
17 O -1.448 -3.105 -3.598
18 H -1.175 -2.487 -2.919
19 H -0.906 -2.883 -4.356
20 O 2.098 2.274 -1.773
21 H 2.455 3.111 -2.072
22 H 1.417 2.063 -2.411
23 O -0.012 -4.490 0.532
24 H -0.088 -3.561 0.749
25 H 0.860 -4.575 0.146
26 O 1.850 1.883 2.883
27 H 2.651 1.619 3.335
28 H 1.764 2.817 3.071
29 O 1.409 -2.583 -0.579
30 H 0.587 -2.442 -1.048
31 H 1.863 -3.255 -1.087
32 O -1.146 0.935 2.373
33 H -1.308 0.810 3.308
34 H -2.003 0.817 1.963
35 O -3.982 1.564 -0.020
36 H -3.355 0.843 0.025
37 H -3.442 2.354 0.011
38 O 3.016 -0.475 -1.902
39 H 3.661 0.210 -2.081
40 H 3.538 -1.267 -1.770
41 O -3.723 -0.733 2.042
42 H -3.567 -1.444 2.664
43 H -3.052 -0.850 1.370
44 O 0.675 3.589 0.663
45 H 0.971 4.055 1.445
46 H 0.917 4.161 -0.065
47 O 1.335 -0.504 -4.280
48 H 0.734 0.187 -4.003
49 H 1.818 -0.734 -3.487
50 O -2.606 3.892 0.090
51 H -2.332 4.058 0.992
52 H -1.952 3.281 -0.250
53 O 3.648 1.266 0.381
54 H 4.222 1.858 -0.105
55 H 3.962 1.316 1.284
56 O 2.666 -1.164 2.097
57 H 3.217 -0.580 2.618
58 H 2.453 -1.884 2.690

The highest occupied orbital energy is -2.782 eV. For the LUMO energy, the calculation gives 0.19 eV. As for the total charge: -2. The HOMO-LUMO gap comes out at 2.975 eV.

natural (NBO) atomic charge list, values in e, 4 entries:
1 Tl 0.786
2 S 2.591
3 O -0.737
4 O -0.892

***

For each record above, in turn, the calculated largest force on an atom values are 0.0319 0.0058 0.0845 0.0681 Eh/bohr.